1.
This record from OMol25 describes a molecular structure, C36H90CrCsN6O8PS at a distorted geometry. The level of theory is ωB97M-V/def2-TZVPD.

Last column: Mulliken spin population.
Element x y z (Å)
1 Cr 18.11 -0.68 -16.15  3.135
2 Cs 14.84 3.05 -16.31  0.001
3 P 15.94 -0.13 -15.41  -0.041
4 O 14.57 0.43 -15.05  -0.007
5 O 17.25 -0.18 -14.50  -0.034
6 O 16.80 0.76 -16.38  -0.010
7 O 16.31 -1.44 -16.19  -0.022
8 S 20.18 0.21 -17.67  0.005
9 O 18.99 -0.64 -17.99  0.003
10 O 19.75 0.37 -16.25  0.001
11 O 21.46 -0.52 -17.76  0.000
12 O 20.30 1.45 -18.38  0.000
13 C 14.12 4.20 -19.95  0.000
14 C 14.02 2.68 -20.08  0.000
15 N 13.42 2.06 -18.87  0.000
16 C 11.98 2.28 -19.01  0.000
17 C 11.20 1.91 -17.74  0.000
18 C 13.81 0.67 -18.55  0.001
19 C 13.49 -0.36 -19.62  -0.001
20 H 14.63 4.58 -19.07  0.000
21 H 13.19 4.78 -19.93  0.000
22 H 14.53 4.65 -20.87  0.000
23 H 13.48 2.44 -21.00  0.000
24 H 15.01 2.25 -20.18  0.000
25 H 11.76 3.34 -19.15  0.000
26 H 11.56 1.68 -19.82  0.000
27 H 10.17 2.27 -17.79  0.000
28 H 11.26 0.84 -17.55  0.000
29 H 11.58 2.42 -16.85  0.000
30 H 13.34 0.38 -17.60  -0.001
31 H 14.88 0.64 -18.33  0.001
32 H 13.80 -1.35 -19.29  0.000
33 H 14.07 -0.13 -20.52  0.000
34 H 12.43 -0.45 -19.86  0.000
35 C 19.17 -3.90 -13.32  0.002
36 C 18.74 -2.63 -14.07  0.019
37 N 19.06 -2.55 -15.49  -0.108
38 C 20.51 -2.69 -15.72  0.040
39 C 21.40 -1.81 -14.87  0.007
40 C 18.35 -3.68 -16.15  0.009
41 C 18.36 -3.59 -17.68  0.030
42 H 18.93 -3.74 -12.27  0.000
43 H 20.23 -4.11 -13.46  0.000
44 H 18.60 -4.78 -13.63  0.000
45 H 17.68 -2.44 -13.89  -0.017
46 H 19.13 -1.78 -13.49  0.007
47 H 20.77 -2.55 -16.77  -0.008
48 H 20.86 -3.72 -15.56  0.003
49 H 21.15 -0.76 -14.98  -0.001
50 H 22.43 -1.89 -15.22  0.000
51 H 21.35 -2.11 -13.82  0.001
52 H 18.91 -4.60 -15.93  0.001
53 H 17.31 -3.80 -15.87  -0.011
54 H 17.74 -2.78 -18.07  -0.012
55 H 19.34 -3.42 -18.11  0.001
56 H 17.97 -4.53 -18.08  0.003
57 C 14.64 -4.44 -19.16  0.000
58 C 14.54 -3.69 -17.83  0.004
59 N 13.12 -3.52 -17.46  0.000
60 C 12.50 -4.80 -17.08  0.000
61 C 13.25 -5.70 -16.13  0.000
62 C 13.07 -2.52 -16.39  -0.005
63 C 11.67 -2.24 -15.87  0.001
64 H 15.68 -4.59 -19.45  0.000
65 H 14.10 -3.92 -19.95  0.000
66 H 14.13 -5.41 -19.15  0.000
67 H 15.13 -4.19 -17.05  0.000
68 H 14.97 -2.69 -17.92  -0.003
69 H 11.50 -4.62 -16.67  0.000
70 H 12.22 -5.37 -17.97  0.000
71 H 14.27 -5.93 -16.45  0.000
72 H 13.33 -5.25 -15.14  0.000
73 H 12.73 -6.65 -16.02  0.000
74 H 13.54 -1.61 -16.76  0.003
75 H 13.75 -2.81 -15.57  0.000
76 H 11.06 -1.81 -16.67  0.000
77 H 11.73 -1.49 -15.07  0.000
78 H 11.10 -3.05 -15.41  0.000
79 C 17.72 6.74 -11.83  0.000
80 C 16.26 6.34 -11.67  0.000
81 N 16.02 4.96 -11.27  0.000
82 C 16.56 4.65 -9.96  0.000
83 C 16.11 5.64 -8.87  0.000
84 C 16.49 4.00 -12.28  -0.001
85 C 16.01 2.57 -12.02  0.003
86 H 18.22 6.15 -12.60  0.000
87 H 18.28 6.66 -10.90  0.000
88 H 17.78 7.80 -12.10  0.000
89 H 15.76 7.05 -11.01  0.000
90 H 15.79 6.55 -12.64  0.000
91 H 16.21 3.67 -9.63  0.000
92 H 17.66 4.59 -9.96  0.000
93 H 16.42 6.67 -9.03  0.000
94 H 15.01 5.59 -8.90  0.000
95 H 16.48 5.32 -7.90  0.000
96 H 17.58 4.02 -12.35  0.000
97 H 16.13 4.39 -13.24  0.000
98 H 14.92 2.56 -11.90  0.000
99 H 16.38 2.18 -11.08  0.000
100 H 16.24 1.86 -12.81  0.000
101 C 13.29 7.21 -15.32  0.000
102 C 13.14 6.11 -14.26  0.000
103 N 12.61 4.85 -14.77  -0.001
104 C 11.26 4.95 -15.31  0.000
105 C 10.19 5.48 -14.31  0.000
106 C 12.70 3.89 -13.64  0.000
107 C 12.04 2.52 -13.92  0.000
108 H 13.63 8.12 -14.83  0.000
109 H 12.36 7.40 -15.86  0.000
110 H 13.98 6.91 -16.11  0.000
111 H 14.15 5.91 -13.90  0.000
112 H 12.56 6.46 -13.40  0.000
113 H 11.22 5.63 -16.16  0.000
114 H 10.91 3.96 -15.59  0.000
115 H 10.29 6.53 -14.02  0.000
116 H 9.20 5.36 -14.75  0.000
117 H 10.22 4.93 -13.36  0.000
118 H 12.35 4.33 -12.70  0.000
119 H 13.77 3.70 -13.57  0.000
120 H 10.96 2.62 -13.97  0.000
121 H 12.29 1.87 -13.08  0.000
122 H 12.42 2.04 -14.82  0.000
123 C 15.99 -4.64 -11.32  0.000
124 C 15.33 -3.58 -12.18  0.000
125 N 14.68 -2.53 -11.40  0.000
126 C 13.98 -1.64 -12.33  -0.001
127 C 12.92 -0.75 -11.67  0.001
128 C 15.60 -1.82 -10.51  0.000
129 C 16.89 -1.29 -11.13  0.001
130 H 16.41 -5.46 -11.91  0.000
131 H 15.28 -5.10 -10.63  0.000
132 H 16.84 -4.22 -10.78  0.000
133 H 16.10 -3.15 -12.83  0.001
134 H 14.59 -4.03 -12.85  0.000
135 H 14.67 -1.05 -12.94  -0.004
136 H 13.33 -2.25 -12.98  -0.001
137 H 13.34 -0.09 -10.91  0.000
138 H 12.63 -0.09 -12.51  0.000
139 H 12.02 -1.27 -11.37  0.000
140 H 15.75 -2.48 -9.65  0.000
141 H 15.08 -0.96 -10.08  0.000
142 H 16.69 -0.94 -12.14  0.002
143 H 17.68 -2.04 -11.19  0.000
144 H 17.25 -0.41 -10.59  0.000

Its energy above the lowest of the compared OMol25 structures with the same formula, charge and spin is 8.6 kcal/mol. Its multiplicity is 4. As for the net charge: -1. As for the expectation value of S²: 3.77. The value obtained for the lowest unoccupied orbital energy (alpha / beta) is 1.4 / 1.4 eV.


2.
This record from OMol25 describes a single C25H30N2O8 molecule. The level of theory is ωB97M-V/def2-TZVPD.

Last column: natural (NBO) charge in e.
Element x y z (Å)
1 C -3.47 -2.05 2.70  -0.639
2 C -3.48 -2.96 1.47  -0.064
3 O -3.39 -2.24 0.25  -0.519
4 C -2.18 -1.80 -0.19  0.407
5 C -0.97 -1.99 0.46  -0.358
6 C 0.20 -1.51 -0.11  -0.103
7 C 0.18 -0.83 -1.31  -0.208
8 C 1.40 -0.26 -1.94  0.708
9 O 1.41 0.82 -2.51  -0.680
10 N 2.49 -1.06 -1.91  -0.594
11 C 3.75 -0.62 -2.44  -0.338
12 C 4.92 -0.68 -1.47  0.791
13 O 6.00 -0.20 -1.71  -0.596
14 O 4.63 -1.38 -0.38  -0.510
15 C 5.68 -1.58 0.57  -0.070
16 C 6.09 -0.32 1.34  -0.463
17 C 4.93 0.34 2.09  -0.085
18 O 4.41 1.45 1.36  -0.508
19 C 3.24 1.32 0.74  0.812
20 O 2.59 0.30 0.71  -0.623
21 C 2.83 2.63 0.07  -0.329
22 N 1.44 2.60 -0.31  -0.631
23 C 0.51 2.48 0.69  0.659
24 O 0.81 2.61 1.87  -0.636
25 C -0.87 2.21 0.24  -0.118
26 C -1.74 1.58 1.12  -0.154
27 C -3.04 1.28 0.76  -0.343
28 C -3.50 1.61 -0.51  0.409
29 O -4.74 1.34 -0.98  -0.521
30 C -5.61 0.55 -0.19  -0.075
31 C -6.87 0.30 -1.01  -0.617
32 C -2.65 2.29 -1.38  -0.296
33 C -1.35 2.58 -1.02  -0.171
34 C -1.05 -0.62 -1.95  -0.135
35 C -2.21 -1.12 -1.41  -0.290
36 H -4.33 -1.38 2.68  0.210
37 H -2.56 -1.44 2.72  0.217
38 H -3.51 -2.65 3.60  0.218
39 H -2.69 -3.71 1.54  0.174
40 H -4.44 -3.48 1.41  0.194
41 H -0.91 -2.50 1.41  0.217
42 H 1.13 -1.63 0.43  0.223
43 H 2.49 -1.88 -1.33  0.413
44 H 3.62 0.42 -2.78  0.266
45 H 4.04 -1.22 -3.31  0.227
46 H 5.30 -2.34 1.24  0.193
47 H 6.56 -1.97 0.03  0.201
48 H 6.52 0.40 0.65  0.245
49 H 6.86 -0.62 2.05  0.221
50 H 5.27 0.76 3.04  0.198
51 H 4.11 -0.37 2.27  0.208
52 H 2.99 3.43 0.79  0.246
53 H 3.45 2.80 -0.81  0.234
54 H 1.23 2.18 -1.21  0.436
55 H -1.37 1.33 2.10  0.233
56 H -3.68 0.78 1.47  0.219
57 H -5.86 1.08 0.74  0.169
58 H -5.13 -0.40 0.06  0.186
59 H -6.62 -0.22 -1.93  0.213
60 H -7.34 1.25 -1.27  0.214
61 H -7.57 -0.30 -0.44  0.212
62 H -3.03 2.56 -2.35  0.223
63 H -0.71 3.10 -1.72  0.222
64 H -1.07 -0.07 -2.88  0.232
65 H -3.15 -0.98 -1.90  0.226

The SMILES is CCOc1ccc(C(=O)NCC(=O)OCCCOC(=O)CNC(=O)c2ccc(OCC)cc2)cc1. As for the net charge: 0. The value obtained for the lowest unoccupied orbital energy is 0.6 eV.


3.
This record from OMol25 describes a molecular structure, C34H37N4OReS3. The level of theory is ωB97M-V/def2-TZVPD.

Last column: natural (NBO) charge in e.
Element x y z (Å)
1 Re 0.62 -0.03 -0.53  0.480
2 C 0.55 1.82 -2.90  -0.421
3 N 1.08 0.46 -2.61  -0.454
4 C 0.39 -0.56 -3.48  -0.227
5 C -1.01 -0.86 -2.99  -0.250
6 N -0.96 -1.39 -1.61  -0.529
7 C -0.51 -2.81 -1.62  -0.424
8 C -2.21 -1.34 -0.87  0.118
9 C -3.42 -1.62 -1.48  -0.176
10 C -4.59 -1.61 -0.73  -0.160
11 C -4.56 -1.32 0.62  -0.187
12 C -3.35 -1.03 1.23  -0.181
13 C -2.17 -1.04 0.49  -0.253
14 S -0.66 -0.55 1.30  0.410
15 C 2.54 0.37 -2.81  0.074
16 C 3.16 1.04 -3.85  -0.224
17 C 4.54 0.90 -4.03  -0.174
18 C 5.28 0.11 -3.17  -0.174
19 C 4.65 -0.56 -2.12  -0.223
20 C 3.28 -0.43 -1.94  -0.120
21 S 2.46 -1.34 -0.66  0.113
22 H 0.55 2.02 -3.97  0.218
23 H 1.16 2.56 -2.38  0.245
24 H -0.48 1.90 -2.54  0.212
25 H 1.01 -1.46 -3.46  0.235
26 H 0.37 -0.19 -4.51  0.236
27 H -1.47 -1.58 -3.67  0.231
28 H -1.64 0.03 -3.00  0.227
29 H -1.22 -3.40 -2.21  0.212
30 H -0.49 -3.18 -0.59  0.235
31 H 0.49 -2.90 -2.03  0.231
32 H -3.46 -1.86 -2.53  0.228
33 H -5.54 -1.83 -1.21  0.246
34 H -5.47 -1.30 1.20  0.244
35 H -3.31 -0.77 2.28  0.232
36 H 2.60 1.66 -4.54  0.230
37 H 5.02 1.43 -4.84  0.242
38 H 6.34 0.01 -3.30  0.243
39 H 5.22 -1.17 -1.44  0.243
40 C -3.02 -1.93 6.68  -0.620
41 C -1.61 -1.77 6.13  -0.412
42 C -1.57 -1.55 4.63  -0.219
43 N -2.08 -2.73 3.92  -0.557
44 C -1.46 -3.42 2.99  0.371
45 S -0.03 -2.87 2.20  -0.053
46 N -1.94 -4.62 2.59  -0.636
47 C -3.14 -5.32 3.02  0.679
48 O -3.82 -5.80 2.16  -0.488
49 C -3.39 -5.42 4.47  -0.247
50 C -4.71 -5.53 4.90  -0.145
51 C -4.99 -5.69 6.25  -0.204
52 C -3.94 -5.76 7.16  -0.155
53 C -2.62 -5.67 6.73  -0.228
54 C -2.34 -5.49 5.39  -0.131
55 H -3.01 -2.00 7.77  0.242
56 H -3.52 -2.83 6.32  0.196
57 H -3.64 -1.07 6.42  0.212
58 H -1.01 -2.65 6.38  0.214
59 H -1.12 -0.92 6.60  0.232
60 H -0.56 -1.36 4.27  0.235
61 H -2.19 -0.69 4.36  0.201
62 H -2.92 -3.13 4.31  0.434
63 H -1.61 -4.95 1.70  0.439
64 H -5.51 -5.51 4.17  0.241
65 H -6.01 -5.77 6.59  0.239
66 H -4.15 -5.91 8.21  0.238
67 H -1.81 -5.75 7.45  0.236
68 H -1.32 -5.44 5.05  0.214
69 C 1.35 1.41 0.12  0.161
70 C 1.90 2.63 0.61  -0.181
71 C 3.25 2.91 0.33  -0.165
72 C 3.81 4.09 0.79  -0.202
73 C 3.04 4.98 1.52  -0.143
74 C 1.70 4.70 1.81  -0.202
75 C 1.13 3.53 1.35  -0.166
76 H 3.84 2.19 -0.24  0.226
77 H 4.84 4.31 0.57  0.238
78 H 3.48 5.90 1.88  0.237
79 H 1.11 5.40 2.38  0.237
80 H 0.09 3.30 1.55  0.222

Its energy above the lowest of the compared OMol25 structures with the same formula, charge and spin is 20.4 kcal/mol. As for the net charge: +2. The value obtained for the lowest unoccupied orbital energy is -7.5 eV.


4.
This record from OMol25 describes a single C5H6OS2 molecule at a distorted geometry. The level of theory is ωB97M-V/def2-TZVPD.

Last column: natural (NBO) charge in e.
Element x y z (Å)
1 O 1.65 1.67 -0.77  -0.494
2 C 1.09 0.88 -0.10  0.503
3 S 1.51 -0.94 -0.06  0.132
4 C -0.04 -1.45 0.84  -0.502
5 C -0.91 -0.23 0.53  -0.163
6 S -1.43 -0.25 -1.23  -0.011
7 C -1.48 0.99 1.23  -0.357
8 C -0.01 0.92 0.93  -0.395
9 H -0.43 -2.39 0.46  0.239
10 H 0.13 -1.54 1.91  0.220
11 H -2.72 -0.18 -0.96  0.120
12 H -1.71 0.99 2.29  0.235
13 H -2.21 1.59 0.64  0.246
14 H 0.48 0.63 1.87  0.228

Its energy above the lowest of the compared OMol25 structures with the same formula, charge and spin is 56.9 kcal/mol. The SMILES is O=C1SC[C@@]2(S)C[C@H]12. As for the net charge: 0. The value obtained for the lowest unoccupied orbital energy is 0.5 eV.


5.
This record from OMol25 describes a gas-phase ion, C5H10NO (charge -1) at a distorted geometry. The level of theory is ωB97M-V/def2-TZVPD.

Last column: natural (NBO) charge in e.
Element x y z (Å)
1 C -3.04 0.08 -0.97  -0.063
2 N -1.94 0.58 -1.29  -0.386
3 C -0.81 1.04 -0.41  -0.240
4 C 0.32 0.01 -0.48  -0.431
5 C 0.89 -0.30 0.87  -0.460
6 C 2.52 -0.73 0.90  0.057
7 O 3.18 -0.46 2.00  -0.919
8 H -3.93 -0.02 -1.72  0.127
9 H -3.41 -0.23 -0.06  0.125
10 H -0.39 1.95 -0.83  0.200
11 H -1.17 1.21 0.64  0.176
12 H -0.03 -1.01 -0.88  0.193
13 H 1.13 0.31 -1.16  0.202
14 H 0.80 0.65 1.44  0.177
15 H 0.35 -1.20 1.41  0.174
16 H 2.85 -0.07 -0.05  -0.003
17 H 2.66 -1.80 0.59  0.069

Its energy above the lowest of the compared OMol25 structures with the same formula, charge and spin is 45.6 kcal/mol. The SMILES is C=NCCCC[O-]. As for the net charge: -1. The value obtained for the lowest unoccupied orbital energy is 3.5 eV.


6.
This record from OMol25 describes a molecular structure, C23H22N4O6S2Ti at a distorted geometry. The level of theory is ωB97M-V/def2-TZVPD.

Last column: Mulliken spin population.
Element x y z (Å)
1 Ti 0.98 0.81 -0.36  0.786
2 O 0.26 -1.33 6.33  0.000
3 C 1.06 -0.21 5.99  -0.005
4 C 1.05 0.01 4.50  0.001
5 C 1.73 1.15 3.98  0.072
6 C 1.73 1.35 2.64  -0.042
7 N 1.11 0.54 1.75  0.018
8 C 0.50 -0.60 2.23  0.012
9 C 0.46 -0.85 3.63  0.015
10 C 0.02 -1.48 1.24  0.046
11 C -0.81 -2.61 1.50  0.012
12 C -1.25 -3.41 0.49  0.001
13 C -2.09 -4.62 0.75  -0.002
14 O -1.31 -5.75 1.15  0.000
15 C -0.86 -3.07 -0.85  0.045
16 C -0.10 -1.96 -1.05  -0.030
17 N 0.33 -1.14 -0.06  0.035
18 H 0.32 -1.46 7.28  0.000
19 H 2.09 -0.36 6.32  0.001
20 H 0.69 0.70 6.48  0.000
21 H 2.25 1.84 4.64  0.008
22 H 2.24 2.21 2.20  -0.002
23 H -0.04 -1.73 4.00  0.003
24 H -1.10 -2.82 2.52  0.004
25 H -2.66 -4.87 -0.15  -0.001
26 H -2.79 -4.45 1.56  0.000
27 H -0.49 -5.73 0.64  0.001
28 H -1.20 -3.66 -1.69  0.005
29 H 0.17 -1.65 -2.06  -0.005
30 O 1.09 0.91 -2.45  0.000
31 N 2.22 0.61 -3.10  0.004
32 C 2.10 0.45 -4.44  0.002
33 C 3.19 0.16 -5.21  -0.002
34 C 4.44 0.06 -4.58  -0.001
35 C 4.53 0.23 -3.22  0.000
36 C 3.40 0.51 -2.43  -0.001
37 S 3.44 0.71 -0.74  -0.004
38 H 1.09 0.55 -4.80  -0.001
39 H 3.07 0.03 -6.27  0.000
40 H 5.33 -0.16 -5.16  0.000
41 H 5.48 0.15 -2.71  0.000
42 N 0.44 3.03 -0.27  0.012
43 C -0.93 2.77 -0.68  0.030
44 C -1.50 3.45 -1.75  0.002
45 C -2.77 3.10 -2.17  0.002
46 C -3.48 2.08 -1.53  -0.005
47 C -2.90 1.41 -0.48  0.008
48 C -1.61 1.74 -0.05  -0.009
49 S -5.14 1.70 -2.11  0.000
50 O -5.91 2.86 -1.70  0.000
51 O -4.98 1.57 -3.55  0.000
52 O -5.48 0.47 -1.42  0.000
53 H 0.92 3.60 -0.96  0.003
54 H 0.49 3.50 0.63  -0.001
55 H -0.95 4.23 -2.25  0.000
56 H -3.24 3.61 -3.01  0.000
57 H -3.45 0.60 -0.01  0.000
58 H -1.18 1.21 0.80  -0.018

Its energy above the lowest of the compared OMol25 structures with the same formula, charge and spin is 3.2 kcal/mol. Its multiplicity is 2. As for the net charge: -1. As for the expectation value of S²: 0.81. The value obtained for the lowest unoccupied orbital energy (alpha / beta) is 1.9 / 1.9 eV.


7.
This record from OMol25 describes a single C5HNO2 molecule. The level of theory is ωB97M-V/def2-TZVPD.

Last column: natural (NBO) charge in e.
Element x y z (Å)
1 C 2.12 -1.21 -1.89  -0.075
2 C 1.43 -0.58 -1.13  -0.155
3 C 0.66 0.23 -0.20  0.423
4 O 1.07 1.23 0.33  -0.418
5 C -0.73 -0.26 0.18  0.418
6 O -1.21 -1.29 -0.20  -0.394
7 C -1.42 0.66 1.12  0.158
8 N -2.00 1.33 1.86  -0.209
9 H 2.76 -1.80 -2.54  0.250

Its energy above the lowest of the compared OMol25 structures with the same formula, charge and spin is 0.0 kcal/mol. The SMILES is C#CC(=O)C(=O)C#N. As for the net charge: 0. The value obtained for the lowest unoccupied orbital energy is -1.9 eV.